Record 1
Entry from OMol25: a structure of composition C27H27IIrN5O2P2 (ωB97M-V/def2-TZVPD).

Calculated values
HOMO-LUMO gap (spin up / spin down): 3.697 / 4.103 eV
highest occupied orbital energy (spin up / spin down): -0.6010 / -0.6011 Eh
charge: +3
multiplicity: 2
relative energy (zero: lowest compared OMol25 entry of this formula, charge and spin): 64.2 kcal/mol

Each line ends with the Mulliken charge.
Positions of all 65 atoms, in Å:
Ir1 0.146 -2.956 -0.633  2.39
O1 1.315 -1.199 0.132  -1.25
P1 1.567 0.285 -0.061  0.34
C1 0.578 0.962 -1.438  -1.25
P2 -1.093 0.224 -1.353  1.33
O2 -0.984 -1.286 -1.553  -0.86
C2 -1.808 0.680 0.226  0.75
C3 -2.239 -0.336 1.077  -0.51
C4 -2.858 -0.019 2.274  -0.34
C5 -3.052 1.313 2.615  -0.74
C6 -2.610 2.327 1.774  -0.82
C7 -1.996 2.017 0.573  -0.24
C8 -2.020 0.960 -2.712  0.69
C9 -3.324 1.409 -2.522  -0.41
C10 -4.005 1.968 -3.595  -0.75
C11 -3.393 2.060 -4.837  -0.49
C12 -2.098 1.593 -5.027  -0.82
C13 -1.411 1.027 -3.966  -0.54
C14 3.291 0.656 -0.459  0.76
C15 4.265 -0.078 0.216  -0.49
C16 5.599 0.121 -0.101  -0.74
C17 5.943 1.083 -1.041  -0.50
C18 4.970 1.814 -1.709  -0.83
C19 3.632 1.629 -1.395  -0.15
C20 1.196 1.217 1.431  0.81
C21 0.819 0.527 2.580  -0.33
C22 0.531 1.242 3.732  -0.71
C23 0.670 2.624 3.740  -0.61
C24 1.051 3.308 2.591  -0.79
C25 1.342 2.603 1.436  -0.50
H1 1.038 0.649 -2.378  0.78
H2 0.520 2.049 -1.397  0.61
H3 -2.092 -1.367 0.778  -0.04
H4 -3.213 -0.803 2.929  0.45
H5 -3.576 1.563 3.527  0.47
H6 -2.771 3.362 2.043  0.49
H7 -1.685 2.810 -0.097  0.48
H8 -3.808 1.318 -1.559  0.43
H9 -5.020 2.312 -3.453  0.44
H10 -3.933 2.490 -5.670  0.43
H11 -1.623 1.656 -5.995  0.44
H12 -0.416 0.629 -4.124  0.27
H13 3.978 -0.808 0.963  0.45
H14 6.360 -0.459 0.402  0.45
H15 6.987 1.303 -1.224  0.42
H16 5.240 2.532 -2.472  0.44
H17 2.884 2.222 -1.903  0.38
H18 0.747 -0.552 2.555  0.37
H19 0.224 0.718 4.626  0.47
H20 0.524 3.171 4.661  0.47
H21 1.155 4.384 2.604  0.48
H22 1.694 3.126 0.554  0.39
I1 -0.394 -4.459 -2.963  0.43
C26 1.446 -4.095 -1.952  -0.73
H23 2.137 -3.544 -2.584  0.42
H24 1.838 -5.005 -1.508  0.48
N1 -0.856 -5.430 3.879  -0.54
N2 -1.128 -4.902 2.694  1.27
N3 -2.372 -4.726 2.274  -0.73
C27 -2.220 -4.111 1.129  -0.10
N4 -0.908 -3.919 0.892  -0.05
N5 -0.222 -4.437 1.901  -0.54
H25 -1.619 -5.890 4.355  0.32
H26 0.092 -5.739 4.037  0.30
H27 -3.031 -3.826 0.481  0.50



Record 2
Entry from OMol25: a structure of composition C27H27IrN2S5Si (ωB97M-V/def2-TZVPD).

Calculated values
HOMO-LUMO gap (spin up / spin down): 7.727 / 4.777 eV
highest occupied orbital energy (spin up / spin down): -0.3760 / -0.3747 Eh
charge: +1
multiplicity: 2
relative energy (zero: lowest compared OMol25 entry of this formula, charge and spin): 0.0 kcal/mol

Each line ends with the Mulliken charge.
Positions of all 63 atoms, in Å:
Ir1 -0.025 -0.017 0.047  1.11
S1 1.277 1.362 -1.366  -0.26
C1 1.438 0.435 -2.855  0.70
C2 2.285 0.951 -3.842  -0.73
C3 2.466 0.292 -5.041  -0.65
C4 1.793 -0.897 -5.301  -0.77
C5 0.940 -1.416 -4.346  -0.43
C6 0.781 -0.762 -3.128  0.45
S2 -0.377 -1.387 -1.939  -0.23
C7 -0.024 -3.167 -1.885  -1.20
C8 1.319 -3.485 -1.277  0.74
C9 1.822 -4.766 -1.073  -1.14
C10 3.007 -4.882 -0.364  -0.38
C11 3.627 -3.749 0.159  -0.93
C12 3.044 -2.525 -0.111  0.48
C13 3.419 -1.193 0.459  -0.99
S3 1.954 -0.441 1.268  -0.08
C14 1.484 -1.728 2.397  0.17
C15 2.406 -2.238 3.299  -0.61
C16 2.028 -3.230 4.191  -0.69
C17 0.723 -3.708 4.196  -0.68
C18 -0.205 -3.192 3.313  -0.63
C19 0.165 -2.193 2.404  1.02
S4 -1.064 -1.575 1.337  -0.34
N1 1.953 -2.420 -0.851  0.28
H1 2.806 1.880 -3.646  0.47
H2 3.133 0.710 -5.784  0.39
H3 1.923 -1.409 -6.245  0.40
H4 0.393 -2.326 -4.558  0.29
H5 -0.152 -3.554 -2.895  0.64
H6 -0.826 -3.590 -1.275  0.54
H7 1.301 -5.642 -1.436  0.52
H8 3.434 -5.860 -0.185  0.43
H9 4.521 -3.828 0.763  0.48
H10 3.677 -0.474 -0.320  0.44
H11 4.216 -1.224 1.199  0.56
H12 3.419 -1.855 3.316  0.43
H13 2.752 -3.624 4.891  0.42
H14 0.430 -4.479 4.895  0.40
H15 -1.227 -3.549 3.313  0.48
C20 -1.385 4.656 2.731  -1.05
Si1 -2.809 4.567 1.532  0.17
C21 -2.792 6.041 0.387  -1.05
C22 -4.430 4.448 2.450  -1.06
C23 -2.727 3.029 0.407  0.42
C24 -3.749 2.848 -0.523  -0.13
C25 -3.779 1.766 -1.396  -1.32
C26 -2.759 0.844 -1.336  -0.03
N2 -1.769 0.995 -0.453  -0.41
C27 -1.744 2.043 0.396  0.54
S5 -0.299 1.880 1.384  -0.51
H16 -1.508 5.557 3.337  0.35
H17 -0.420 4.726 2.227  0.32
H18 -1.357 3.803 3.411  0.32
H19 -2.884 6.968 0.958  0.35
H20 -3.616 6.013 -0.329  0.34
H21 -1.859 6.088 -0.178  0.33
H22 -4.575 5.328 3.080  0.34
H23 -4.453 3.568 3.096  0.33
H24 -5.282 4.387 1.770  0.34
H25 -4.552 3.575 -0.576  0.34
H26 -4.577 1.641 -2.113  0.43
H27 -2.710 -0.018 -1.986  0.50



Record 3
Entry from OMol25: a structure of composition C27H27IrN4O4Te (ωB97M-V/def2-TZVPD).

Calculated values
HOMO-LUMO gap (spin up / spin down): 7.369 / 6.679 eV
highest occupied orbital energy (spin up / spin down): -0.3979 / -0.4025 Eh
charge: +1
multiplicity: 2
relative energy (zero: lowest compared OMol25 entry of this formula, charge and spin): 48.8 kcal/mol

Each line ends with the Mulliken charge.
Positions of all 64 atoms, in Å:
Ir1 0.843 -1.585 -0.158  0.70
C1 1.726 -1.385 -3.595  -1.70
C2 2.189 -0.323 -2.670  0.46
N1 1.881 -0.203 -1.384  0.04
C3 2.623 0.868 -0.899  0.22
C4 3.332 1.420 -1.923  0.14
N2 3.039 0.658 -3.019  -0.09
C5 4.270 2.568 -2.097  0.53
O1 4.538 3.308 -1.036  -0.55
O2 4.727 2.770 -3.188  -0.57
C6 2.679 1.185 0.542  0.69
O3 3.191 2.180 0.989  -0.73
O4 0.565 1.770 0.324  0.24
H1 1.001 -2.022 -3.096  0.30
H2 2.568 -2.006 -3.904  0.44
H3 1.269 -0.959 -4.488  0.41
H4 3.442 0.842 -3.929  0.28
H5 4.064 3.002 -0.232  0.40
C7 -1.893 -1.220 -3.799  -1.13
C8 -2.923 -1.239 -2.671  -0.86
C9 -2.794 -0.003 -1.816  0.62
C10 -3.596 1.098 -2.104  -0.63
C11 -3.508 2.268 -1.374  -1.07
C12 -2.577 2.361 -0.352  -0.29
C13 -1.742 1.294 -0.047  0.49
C14 -0.658 1.447 0.987  -0.49
C15 0.601 3.140 -0.068  -0.80
C16 -1.871 0.104 -0.772  -0.36
N3 -1.182 -1.086 -0.323  -0.21
C17 -1.967 -1.914 0.338  0.28
C18 -1.399 -3.008 0.990  -0.18
C19 -1.858 -4.098 1.744  -1.06
C20 -0.729 -4.816 2.114  -0.61
C21 0.379 -4.141 1.579  -0.47
N4 -0.025 -3.056 0.909  0.18
H6 -1.970 -2.108 -4.427  0.45
H7 -0.888 -1.173 -3.380  0.09
H8 -2.029 -0.340 -4.429  0.38
H9 -2.802 -2.149 -2.082  0.27
H10 -3.928 -1.273 -3.091  0.53
H11 -4.316 1.019 -2.909  0.46
H12 -4.163 3.100 -1.594  0.42
H13 -2.500 3.272 0.230  0.51
H14 -0.497 0.504 1.497  -0.49
H15 -0.895 2.211 1.733  0.59
H16 -0.241 3.375 -0.717  0.31
H17 1.522 3.311 -0.622  0.29
H18 0.592 3.791 0.810  0.31
H19 -3.031 -1.700 0.386  0.61
H20 -2.886 -4.330 1.972  0.53
H21 -0.694 -5.722 2.695  0.46
H22 1.425 -4.394 1.664  0.43
Te1 2.474 -0.740 1.608  0.09
C22 1.298 -0.123 3.232  0.27
C23 1.656 1.052 3.879  -0.46
C24 0.876 1.485 4.943  -0.67
C25 -0.223 0.741 5.352  -0.55
C26 -0.553 -0.441 4.703  -0.65
C27 0.205 -0.882 3.627  0.15
H23 2.516 1.630 3.563  0.45
H24 1.135 2.401 5.457  0.42
H25 -0.822 1.082 6.186  0.42
H26 -1.404 -1.023 5.030  0.46
H27 -0.062 -1.795 3.109  0.28



Record 4
Entry from OMol25: a cluster of 5 separate species, C27H27N3O4 in total (ωB97M-V/def2-TZVPD).

Calculated values
HOMO-LUMO gap: 8.382 eV
highest occupied orbital energy: -0.2852 Eh
multiplicity: 1
relative energy (zero: lowest compared OMol25 entry of this formula, charge and spin): 265.7 kcal/mol

Each line ends with the Mulliken charge.
Positions of all 61 atoms, in Å:
N1 -1.114 5.806 2.398  -0.55
C1 -1.946 5.615 3.465  -0.16
C2 -2.384 4.316 3.773  -0.25
C3 -1.899 3.159 3.035  -0.44
C4 -1.099 3.475 1.898  0.12
C5 -0.668 4.792 1.593  -0.40
H1 -2.304 6.598 3.955  0.30
H2 -2.953 4.237 4.782  0.26
H3 -2.353 2.120 3.298  0.32
H4 -0.876 2.769 1.128  0.38
H5 0.017 4.988 0.786  0.47
N2 -0.939 0.349 -0.413  -0.49
C6 0.413 0.442 -0.400  0.12
C7 1.210 1.231 -1.172  0.10
C8 0.654 1.955 -2.299  -1.11
C9 -0.735 1.887 -2.331  -0.50
C10 -1.527 1.105 -1.301  -0.47
H6 0.691 -0.081 0.633  0.27
H7 2.298 1.503 -0.873  0.07
H8 1.136 2.248 -3.068  0.75
H9 -1.209 2.424 -3.094  0.57
H10 -2.574 0.991 -1.299  0.65
N3 1.549 -3.278 -0.251  -0.41
C11 1.014 -4.424 -0.868  -0.44
C12 0.097 -5.280 -0.286  -0.39
C13 -0.113 -5.039 1.066  -0.25
C14 0.472 -4.005 1.733  -0.67
C15 1.266 -3.045 0.953  0.22
H11 1.187 -4.734 -1.831  0.46
H12 -0.378 -5.903 -0.928  0.56
H13 -0.728 -5.646 1.843  0.21
H14 0.369 -3.808 2.767  0.43
H15 1.821 -2.173 1.407  0.31
C16 3.431 3.254 2.176  -0.58
C17 3.173 1.713 2.060  -0.11
C18 4.030 0.885 1.201  0.25
C19 5.016 1.549 0.432  -0.56
C20 5.184 2.877 0.415  -0.69
C21 4.458 3.748 1.299  0.75
O1 4.713 5.051 1.154  -0.57
O2 3.679 -0.308 1.026  -0.27
H16 2.656 3.961 2.790  0.28
H17 2.436 1.414 2.889  0.30
H18 5.942 1.156 -0.041  0.23
H19 5.886 3.369 -0.141  0.41
H20 5.483 5.373 0.593  0.32
H21 4.309 -0.817 0.603  0.25
C22 -2.195 -4.002 -3.156  -0.21
C23 -3.404 -4.877 -3.050  -0.62
C24 -4.653 -4.256 -2.555  0.50
C25 -4.679 -2.854 -2.269  -0.55
C26 -3.554 -2.036 -2.338  -0.56
C27 -2.414 -2.589 -2.863  0.16
O3 -1.291 -1.803 -2.986  -0.50
O4 -5.861 -4.905 -2.488  -0.50
H22 -1.183 -4.433 -3.490  0.42
H23 -3.555 -5.945 -3.395  0.32
H24 -5.530 -2.496 -1.859  0.36
H25 -3.541 -1.207 -1.933  0.64
H26 -0.626 -1.931 -2.353  0.23
H27 -6.281 -4.488 -1.846  0.27